Entry 1:
A molecular structure, CHN3O3 at a distorted geometry, computed with ωB97M-V/def2-TZVPD.

```
8
CHN3O3 ωB97M-V/def2-TZVPD
C 2.29 -0.72 0.05
N 2.56 -1.67 -0.55
N -1.96 -0.36 0.29
N -1.19 0.47 -0.06
O -1.23 1.52 -0.61
O 0.61 0.78 0.17
O 1.83 0.34 0.66
H -2.90 -0.37 0.05
```

Computed properties:
frontier orbital gap (spin up / spin down) = 8.66 / 8.34 eV
charge = 0
DFT total energy = -11656.129 eV
energy above the lowest of the compared OMol25 structures with the same formula, charge and spin = 550.4 kJ/mol
maximum force = 4.865 eV/Å
lowest unoccupied orbital energy (spin up / spin down) = -2.31 / -2.32 eV

Entry 2:
2 unconnected molecules or ions with the total composition CHN3O4S at a distorted geometry, computed with ωB97M-V/def2-TZVPD.

```
10
CHN3O4S ωB97M-V/def2-TZVPD
C 1.47 -0.62 0.93
N 1.72 -1.05 1.95
N 1.09 -0.08 -0.21
N -2.14 0.37 -0.29
O -2.76 0.02 0.64
O -2.02 1.46 -0.80
O 0.10 -2.24 -0.83
O 1.28 1.29 -0.48
S 0.03 -0.91 -1.30
H 1.23 1.77 0.39
```

Computed properties:
frontier orbital gap (spin up / spin down) = 6.79 / 8.92 eV
charge = 0
DFT total energy = -24540.747 eV
energy above the lowest of the compared OMol25 structures with the same formula, charge and spin = 185.1 kJ/mol
maximum force = 3.215 eV/Å
lowest unoccupied orbital energy (spin up / spin down) = -2.20 / -1.60 eV

Entry 3:
CHN3O4S in the gas phase at a distorted geometry, computed with ωB97M-V/def2-TZVPD.

```
10
CHN3O4S ωB97M-V/def2-TZVPD
C -2.66 -0.13 0.08
N -3.80 -0.17 0.05
N -1.34 -0.10 0.20
N 2.15 0.69 -0.02
O 3.27 1.02 -0.05
O 1.95 -0.72 -0.38
O -0.59 -1.10 -0.50
O 1.15 1.30 0.16
S 0.74 -1.61 0.28
H -0.89 0.81 0.17
```

Computed properties:
frontier orbital gap = 9.84 eV
charge = 0
DFT total energy = -24541.102 eV
energy above the lowest of the compared OMol25 structures with the same formula, charge and spin = 150.8 kJ/mol
maximum force = 1.669 eV/Å
lowest unoccupied orbital energy = -0.61 eV

Question: Which of these has the lowest maximum force?
Answer: number 3

Copy entry 1 word for word.
A molecular structure, CHN3O3 at a distorted geometry, computed with ωB97M-V/def2-TZVPD.

```
8
CHN3O3 ωB97M-V/def2-TZVPD
C 2.29 -0.72 0.05
N 2.56 -1.67 -0.55
N -1.96 -0.36 0.29
N -1.19 0.47 -0.06
O -1.23 1.52 -0.61
O 0.61 0.78 0.17
O 1.83 0.34 0.66
H -2.90 -0.37 0.05
```

Computed properties:
frontier orbital gap (spin up / spin down) = 8.66 / 8.34 eV
charge = 0
DFT total energy = -11656.129 eV
energy above the lowest of the compared OMol25 structures with the same formula, charge and spin = 550.4 kJ/mol
maximum force = 4.865 eV/Å
lowest unoccupied orbital energy (spin up / spin down) = -2.31 / -2.32 eV